1.
Entry from the Open Molecules 2025 dataset: 5 unconnected molecules or ions with the total composition C27H71N4O9 in a non-equilibrium geometry (ωB97M-V/def2-TZVPD).

Last column: Mulliken spin population.
CARTESIAN COORDINATES (ANGSTROEM)
1 C -0.8901 1.0323 -1.0228  0.07
2 C -0.1206 0.2132 0.0431  -0.67
3 C 0.7448 1.2295 0.8762  0.12
4 O -0.9638 -0.6977 0.7658  0.01
5 H -1.9194 1.3019 -0.7864  0.00
6 H -0.9034 0.8117 -2.0901  0.01
7 H -0.5173 2.0274 -1.2653  0.01
8 H 0.6539 -0.3630 -0.4630  0.32
9 H 1.1421 0.6789 1.7289  0.05
10 H 0.0496 1.9433 1.3181  0.02
11 H 1.5663 1.6846 0.3229  -0.02
12 C 0.7909 1.9935 5.1916  0.00
13 O 0.6584 0.8571 4.4148  0.00
14 C -0.2787 -0.1948 4.7803  0.01
15 C -1.7813 0.1901 4.6876  0.00
16 N -1.9833 0.7115 3.2143  -0.01
17 H -1.1813 1.1193 2.7555  0.00
18 H -2.0932 -0.0883 2.6074  0.00
19 C -3.2570 1.5650 2.9986  0.00
20 C -3.0027 3.0469 2.8887  0.00
21 O -2.3671 3.3784 1.5990  0.00
22 C -2.4986 4.7443 1.2239  0.00
23 H 1.0913 1.6522 6.1822  0.00
24 H -0.0740 2.5950 5.4716  0.00
25 H 1.5491 2.6654 4.7893  0.00
26 H -0.0732 -0.4125 5.8283  0.00
27 H 0.0527 -1.0720 4.2245  -0.01
28 H -2.0425 0.9845 5.3867  0.00
29 H -2.4467 -0.6380 4.9316  0.00
30 H -3.9528 1.5154 3.8362  0.00
31 H -3.7698 1.2527 2.0889  0.00
32 H -2.3738 3.3256 3.7343  0.00
33 H -3.9304 3.5820 3.0912  0.00
34 H -3.4311 5.2020 1.5539  0.00
35 H -2.2768 5.0515 0.2019  0.00
36 H -1.6842 5.2370 1.7550  0.00
37 C 3.4618 -4.6094 -0.1827  0.23
38 O 2.5782 -4.3211 0.9109  -0.14
39 C 2.5137 -2.8726 1.0658  0.20
40 C 1.6054 -2.5909 2.2428  -0.06
41 N 0.1618 -3.1470 2.0326  0.01
42 H -0.4324 -2.4530 1.6021  0.00
43 H 0.2649 -3.9043 1.3723  0.00
44 C -0.6133 -3.8189 3.1512  0.01
45 C -1.9979 -4.2529 2.5658  0.01
46 O -1.5227 -5.0046 1.3904  0.00
47 C -2.4365 -5.6102 0.6111  0.00
48 H 3.5436 -5.6720 -0.4116  0.01
49 H 4.4542 -4.1598 -0.1482  -0.03
50 H 3.2451 -4.1798 -1.1607  -0.05
51 H 2.0135 -2.4106 0.2147  0.22
52 H 3.5369 -2.5422 1.2447  -0.11
53 H 1.6774 -1.5197 2.4311  0.05
54 H 2.0463 -3.2674 2.9749  0.01
55 H -0.7655 -3.1421 3.9920  -0.01
56 H -0.0811 -4.6230 3.6595  0.00
57 H -2.6278 -3.4489 2.1851  0.00
58 H -2.5601 -4.8555 3.2792  0.00
59 H -3.1629 -6.2773 1.0753  0.00
60 H -1.9882 -6.1586 -0.2174  0.00
61 H -3.0354 -4.8883 0.0558  0.00
62 C -4.3013 1.8418 -4.3263  0.00
63 O -4.0145 1.0891 -3.1352  0.00
64 C -5.1588 0.3948 -2.6059  0.00
65 C -4.8182 -0.1786 -1.2238  0.00
66 N -3.4486 -0.8697 -1.2521  0.01
67 H -2.7508 -0.3275 -1.7412  -0.01
68 H -3.0600 -0.9829 -0.3268  0.00
69 C -3.3558 -2.3600 -1.7859  0.00
70 C -1.9340 -2.9172 -1.8684  -0.01
71 O -1.1929 -2.0981 -2.7470  -0.05
72 C 0.1781 -2.4977 -2.9958  0.05
73 H -3.3721 2.2467 -4.7272  0.00
74 H -4.9001 2.7070 -4.0417  0.00
75 H -4.7382 1.2794 -5.1514  0.00
76 H -5.2705 -0.4876 -3.2360  0.00
77 H -6.0301 1.0477 -2.6587  0.00
78 H -5.5711 -0.8817 -0.8673  0.00
79 H -4.7712 0.6284 -0.4926  0.00
80 H -3.8138 -2.5082 -2.7639  0.00
81 H -4.0500 -2.7666 -1.0505  0.00
82 H -1.9780 -3.9617 -2.1768  0.00
83 H -1.5282 -2.7686 -0.8678  0.01
84 H 0.4161 -2.8314 -1.9858  0.02
85 H 0.9488 -1.8016 -3.3268  0.02
86 H 0.0754 -3.3865 -3.6184  -0.02
87 C 5.9001 4.8920 -2.1832  0.02
88 O 6.0472 3.4903 -2.1664  -0.07
89 C 6.0400 2.7688 -3.4048  0.03
90 C 6.0699 1.2525 -3.1367  0.26
91 N 4.9690 0.8471 -2.1671  -0.36
92 H 5.2538 0.0041 -1.6893  -0.05
93 H 4.9863 1.5265 -1.4199  0.00
94 C 3.5286 0.5862 -2.7593  -0.37
95 C 2.8372 1.8835 -2.7907  0.09
96 O 2.9715 2.8382 -1.7391  -0.05
97 C 2.0628 3.9943 -1.7722  0.05
98 H 6.5042 5.3291 -1.3882  0.00
99 H 4.8197 5.0028 -2.0916  0.00
100 H 6.2631 5.3330 -3.1116  0.00
101 H 6.9206 2.9730 -4.0138  -0.01
102 H 5.1326 3.0991 -3.9106  -0.02
103 H 6.9510 0.8401 -2.6449  -0.06
104 H 5.8548 0.6339 -4.0080  0.00
105 H 3.1343 -0.1783 -2.0898  0.98
106 H 3.5952 -0.0053 -3.6724  0.33
107 H 1.7965 1.5921 -2.9326  -0.10
108 H 3.1483 2.4235 -3.6849  0.02
109 H 1.8697 4.4578 -2.7396  0.00
110 H 2.3386 4.6507 -0.9468  0.01
111 H 1.0793 3.7598 -1.3648  -0.01

Summary:
HOMO-LUMO gap (spin up / spin down) in eV: 1.8 / 8.2
<S²>: 0.751
E_tot in Eh: -1966.53479
Net charge: +2
LUMO level (spin up / spin down) in eV: -4.59 / -4.62
Energy above the lowest of the compared OMol25 structures with the same formula, charge and spin in kJ/mol: 157.5
2S+1: 2


2.
Entry from the Open Molecules 2025 dataset: a molecular structure, C27H72F4Mn2O13P2 in a non-equilibrium geometry (ωB97M-V/def2-TZVPD).

Last column: Mulliken spin population.
CARTESIAN COORDINATES (ANGSTROEM)
1 Mn 0.7406 3.1307 -1.8209  4.94
2 Mn 1.3444 -2.0455 -2.7311  4.86
3 O 0.3834 -0.8693 -1.2536  -0.12
4 P 0.0790 0.1509 -0.2472  0.11
5 O 0.3803 1.5726 -0.4983  -0.10
6 F 0.8156 -0.3023 1.0216  0.00
7 F -1.4200 0.0215 0.1363  0.00
8 O 2.1535 2.1289 -2.8354  0.04
9 P 3.0207 0.9904 -3.2483  0.01
10 O 2.5782 -0.4038 -3.0846  0.02
11 F 4.3323 1.1621 -2.4715  0.00
12 F 3.4070 1.2239 -4.7095  0.00
13 C -1.8062 -1.6625 -5.7604  0.00
14 C -0.3242 -1.5709 -5.4695  0.03
15 C 0.3457 -0.5511 -6.3693  0.00
16 O -0.1102 -1.1691 -4.0804  -0.01
17 H -1.9531 -2.0343 -6.7743  0.00
18 H -2.2776 -0.6803 -5.6633  0.00
19 H -2.3498 -2.3486 -5.1085  0.00
20 H 0.1574 -2.5407 -5.6060  0.00
21 H 1.4313 -0.5500 -6.2277  0.00
22 H 0.0037 0.4695 -6.1797  0.00
23 H 0.2134 -0.7537 -7.4327  0.00
24 H -0.6803 -0.4140 -3.9029  0.01
25 C 2.9257 3.7471 1.9179  0.00
26 C 1.9511 4.3133 0.8982  0.03
27 C 2.0684 5.8253 0.7980  0.00
28 O 2.2678 3.7311 -0.4054  0.04
29 H 2.6611 4.1636 2.8933  0.00
30 H 3.9435 4.0885 1.7157  0.00
31 H 2.8767 2.6613 1.9752  0.00
32 H 0.9339 4.0373 1.1697  0.00
33 H 1.6406 6.1873 -0.1359  0.00
34 H 3.1223 6.1215 0.7780  0.00
35 H 1.6422 6.3312 1.6633  0.00
36 H 3.2271 3.7335 -0.5043  0.00
37 C -6.2881 -0.3645 0.6189  0.00
38 C -4.9299 -0.2800 -0.0108  0.00
39 C -4.6077 1.0788 -0.5952  0.00
40 O -3.9565 -0.6910 0.9723  0.00
41 H -6.4495 -1.3070 1.1391  0.00
42 H -7.0541 -0.2186 -0.1425  0.00
43 H -6.4167 0.4020 1.3889  0.00
44 H -4.8461 -1.0389 -0.8015  0.00
45 H -4.4183 1.8687 0.1405  0.00
46 H -5.4595 1.4298 -1.1827  0.00
47 H -3.7163 1.0599 -1.2324  0.00
48 H -3.0979 -0.3062 0.7846  0.00
49 C -2.1676 5.6198 -2.3422  0.02
50 C -1.2141 5.5869 -1.1633  0.01
51 C -1.8932 6.0865 0.1089  0.00
52 O -0.7828 4.2077 -0.9065  0.01
53 H -2.6879 6.5766 -2.3428  0.00
54 H -2.8804 4.7976 -2.3334  0.00
55 H -1.6142 5.5688 -3.2855  0.00
56 H -0.3347 6.2071 -1.3369  -0.01
57 H -1.2354 5.9359 0.9685  0.00
58 H -2.8204 5.5298 0.2598  0.00
59 H -2.1201 7.1496 0.0664  0.00
60 H -1.2836 3.8120 -0.1509  0.01
61 C 2.1914 -5.5166 1.1295  0.00
62 C 1.4932 -4.4135 1.8800  0.00
63 C 1.5990 -4.5681 3.3906  0.00
64 O 2.0625 -3.1207 1.5089  0.00
65 H 3.2027 -5.7187 1.4802  0.00
66 H 2.2219 -5.2879 0.0601  0.00
67 H 1.6178 -6.4384 1.2448  0.00
68 H 0.4276 -4.4035 1.6134  0.00
69 H 1.1376 -5.5075 3.6978  0.00
70 H 1.0825 -3.7778 3.9433  0.00
71 H 2.6431 -4.4994 3.7018  0.00
72 H 1.7521 -2.4934 2.1876  0.00
73 C -2.3544 -3.4043 -2.1509  0.00
74 C -1.0761 -3.8458 -1.4527  0.02
75 C -1.1342 -5.2869 -1.0047  0.00
76 O 0.0383 -3.7177 -2.4099  0.03
77 H -2.5074 -3.9365 -3.0942  0.00
78 H -2.3455 -2.3333 -2.3587  0.00
79 H -3.2136 -3.6103 -1.5099  0.00
80 H -0.9304 -3.1276 -0.6465  0.00
81 H -1.8411 -5.4407 -0.1919  0.00
82 H -0.1607 -5.6509 -0.6787  0.00
83 H -1.4404 -5.9075 -1.8549  0.00
84 H -0.0938 -4.4723 -2.9985  0.00
85 C 4.2437 -1.2538 -0.0095  0.00
86 C 4.0016 -2.3417 -1.0459  0.01
87 C 4.7725 -3.6041 -0.7120  0.00
88 O 2.5733 -2.6112 -1.1388  0.04
89 H 4.0291 -1.5783 1.0083  0.00
90 H 3.5984 -0.3969 -0.2323  0.00
91 H 5.2693 -0.8864 -0.0588  0.00
92 H 4.3081 -1.9405 -2.0112  0.00
93 H 5.8434 -3.4709 -0.8567  0.00
94 H 4.4002 -4.4658 -1.2668  0.00
95 H 4.6580 -3.8459 0.3493  0.00
96 H 2.2730 -2.9099 -0.2440  0.00
97 C -3.9644 2.9388 2.5948  0.00
98 C -2.4744 3.1354 2.4322  0.00
99 C -1.6570 2.2534 3.3849  0.00
100 O -2.0610 2.8610 1.0633  0.00
101 H -4.2256 2.9392 3.6559  0.00
102 H -4.2708 1.9541 2.2346  0.00
103 H -4.5292 3.7617 2.1608  0.00
104 H -2.2071 4.1791 2.5983  0.00
105 H -1.7005 1.2193 3.0331  0.00
106 H -2.1261 2.2954 4.3664  0.00
107 H -0.6370 2.6249 3.4591  0.00
108 H -2.1648 1.9074 0.9401  0.00
109 C 1.1382 -1.9907 5.7297  0.00
110 C 1.3046 -0.9063 4.6934  0.00
111 C 2.7116 -0.3399 4.6073  0.00
112 O 0.9565 -1.4690 3.3972  0.00
113 H 1.8820 -2.7688 5.5305  0.00
114 H 0.1595 -2.4610 5.6610  0.00
115 H 1.3125 -1.5874 6.7243  0.00
116 H 0.5896 -0.0892 4.8594  0.00
117 H 2.7484 0.6042 4.0533  0.00
118 H 3.3866 -1.0706 4.1609  0.00
119 H 3.1277 -0.0520 5.5783  0.00
120 H 0.9074 -0.7615 2.7454  0.00

Summary:
HOMO-LUMO gap (spin up / spin down) in eV: 9.1 / 8.5
<S²>: 30.005
E_tot in Eh: -5434.27670
Net charge: +2
LUMO level (spin up / spin down) in eV: -5.00 / -5.62
Energy above the lowest of the compared OMol25 structures with the same formula, charge and spin in kJ/mol: 0.0
2S+1: 11